1.
{"formula": "C42H59AsBrCrNP2S4Si", "method": "ωB97M-V/def2-TZVPD", "lumo_energy_ev": [3.578, 3.578], "e_homo_ha": [-0.0256, -0.0532], "charge": -2, "spin_multiplicity": 5, "de_lowest_kj_mol": 0.0, "s2": 6.1545, "symbols": ["H", "C", "H", "C", "H", "H", "H", "C", "H", "H", "C", "C", "H", "C", "H", "C", "H", "H", "H", "H", "P", "H", "H", "C", "C", "H", "C", "C", "C", "C", "H", "C", "C", "H", "H", "H", "C", "H", "H", "H", "C", "As", "H", "H", "S", "H", "H", "C", "H", "C", "H", "H", "H", "C", "H", "C", "H", "N", "H", "S", "H", "C", "C", "Si", "H", "H", "C", "H", "C", "H", "C", "H", "H", "C", "H", "H", "H", "C", "C", "H", "H", "H", "H", "C", "C", "C", "S", "H", "C", "C", "P", "C", "H", "C", "Br", "C", "H", "H", "Cr", "H", "H", "C", "H", "H", "S", "C", "C", "H", "C", "H", "C", "H"], "positions_angstrom": [[4.174, 0.366, 1.226], [-2.023, 0.175, -3.193], [1.608, -0.752, 5.220], [-1.676, -1.548, 5.848], [2.684, 3.335, 4.916], [0.278, 0.438, -5.571], [4.557, -1.625, 3.494], [2.230, 0.113, -3.622], [-0.320, 0.017, 6.431], [-2.884, 0.079, 5.057], [3.996, -2.273, 0.426], [2.654, -1.322, -5.619], [-2.934, 0.623, -5.103], [0.584, 2.182, 1.852], [-2.354, -1.509, 6.705], [2.656, -1.558, 2.561], [-0.758, 0.819, 4.292], [0.076, -1.539, 7.137], [0.948, -1.366, -6.977], [3.802, -0.072, 3.721], [1.105, -0.551, 2.169], [-2.471, 2.952, -3.193], [-5.228, -1.071, 1.541], [0.698, -1.335, 5.071], [4.777, -0.334, 1.811], [-3.110, -0.691, -1.580], [-2.263, 2.342, 1.134], [-4.297, -1.619, 1.544], [-0.280, -1.057, 6.221], [-2.334, 1.148, -4.349], [2.245, 1.134, -3.239], [0.796, -0.474, -3.658], [-0.380, 4.057, -1.084], [-1.604, -2.602, 5.559], [5.857, -2.165, 1.528], [5.812, -1.152, 0.087], [-4.197, -2.884, 2.092], [-2.061, -0.847, -3.574], [3.525, -3.436, 2.155], [5.651, 0.209, 2.190], [2.099, 3.029, 4.055], [0.551, -3.428, -1.165], [-0.071, 5.884, -2.172], [-0.953, -3.422, 1.453], [0.438, -5.017, 0.289], [-4.661, -0.103, -3.542], [-2.851, 1.041, -1.382], [0.366, 4.151, -3.364], [-1.426, 1.456, -4.861], [-4.442, 2.037, -3.220], [2.539, 0.836, -5.658], [-2.867, -1.355, 4.046], [3.242, -1.458, -6.533], [2.019, 1.682, 3.723], [-5.278, 2.217, -3.905], [3.036, -2.659, 1.546], [2.309, -2.106, 3.436], [-1.977, -1.693, 0.972], [-0.753, -0.909, -5.132], [-1.356, -3.003, -2.055], [0.673, 4.723, -4.234], [-3.153, -1.070, 0.999], [0.276, -0.550, -5.099], [-0.597, 1.579, 0.478], [2.980, -2.083, -4.906], [3.980, 0.223, -4.870], [1.301, 1.240, 2.613], [-2.053, 3.265, 1.686], [-4.461, 0.591, -2.719], [-0.684, 4.587, -0.187], [3.957, -0.855, 2.985], [0.863, -2.537, -5.663], [-5.269, 0.452, -1.993], [1.425, 3.962, 3.289], [-3.266, 3.047, -4.746], [1.477, 5.019, 3.529], [2.533, 0.985, 4.362], [0.061, -1.073, 3.684], [0.354, 2.765, -3.408], [0.102, 4.262, 1.652], [4.302, -3.188, -0.088], [2.805, -0.480, -2.911], [2.149, -3.141, 1.140], [-1.114, -0.109, 3.834], [-0.333, 2.662, -1.083], [-1.907, -2.906, 1.516], [1.921, 0.142, -0.299], [-2.875, -4.543, 2.494], [-2.238, -0.720, 4.677], [-2.992, -3.548, 2.088], [-0.340, 0.226, -2.363], [2.908, 0.044, -4.993], [1.001, -2.385, 5.131], [1.153, -1.513, -5.910], [-5.734, -3.691, 2.881], [0.659, 3.523, 2.217], [-2.927, 2.605, 0.304], [3.469, -1.674, -0.314], [-0.097, -0.795, -0.027], [-2.819, 1.693, 1.819], [-4.597, 2.701, -2.363], [-3.097, 2.389, -3.888], [-0.349, -2.033, 3.343], [-3.174, -0.077, 0.579], [2.157, -3.600, -2.524], [-0.036, 2.023, -2.294], [-3.103, 0.260, -2.110], [-1.493, 0.178, 2.851], [-0.040, 4.800, -2.207], [0.655, 2.256, -4.315], [5.210, -1.503, 0.932], [0.874, -1.514, -3.326]], "atomic_forces_ev_per_a": [[0.0, 0.0, 0.0], [0.0, 0.1, 0.0], [0.1, 0.1, 0.0], [0.0, 0.0, 0.0], [0.0, 0.0, 0.0], [0.0, 0.0, 0.0], [0.0, 0.0, 0.0], [0.0, -0.1, 0.0], [0.0, 0.0, 0.0], [0.0, 0.0, 0.0], [0.0, -0.1, -0.1], [0.0, 0.0, 0.0], [0.0, 0.0, 0.0], [0.0, -0.1, 0.1], [0.0, 0.0, 0.0], [0.1, 0.0, -0.1], [0.0, 0.0, 0.0], [0.0, 0.0, 0.0], [0.0, 0.0, 0.0], [0.0, 0.0, 0.0], [-0.2, -0.2, -0.1], [0.0, 0.0, 0.1], [0.0, 0.0, 0.0], [0.0, 0.0, 0.0], [0.1, 0.1, 0.0], [0.0, 0.0, 0.0], [0.0, 0.0, 0.0], [-0.2, 0.0, 0.0], [0.0, 0.0, 0.0], [0.0, 0.1, 0.0], [0.0, 0.0, 0.0], [0.0, 0.1, 0.0], [0.0, 0.1, 0.0], [0.0, 0.0, 0.0], [0.0, 0.0, 0.0], [0.0, 0.0, 0.0], [-0.1, 0.0, 0.1], [0.0, 0.0, 0.0], [0.0, 0.0, 0.0], [0.0, 0.0, 0.0], [0.0, 0.1, 0.0], [0.0, -0.2, 0.2], [0.0, 0.0, 0.0], [0.0, -0.1, 0.0], [0.1, 0.0, -0.1], [0.0, 0.0, 0.0], [0.0, 0.0, 0.0], [0.0, 0.0, -0.1], [0.0, 0.0, 0.0], [0.0, 0.0, 0.0], [0.0, 0.0, 0.0], [0.0, 0.0, 0.0], [0.0, 0.0, 0.0], [0.0, 0.0, 0.0], [0.0, 0.0, 0.0], [0.0, 0.0, 0.1], [0.0, 0.0, 0.1], [0.2, 0.2, -0.2], [0.0, 0.0, 0.0], [-0.2, 0.0, -0.1], [0.0, 0.0, 0.0], [0.0, 0.2, 0.0], [0.0, 0.0, 0.0], [0.1, -0.3, -0.1], [0.0, 0.0, 0.0], [0.0, 0.0, 0.0], [0.0, 0.0, -0.1], [0.0, 0.0, -0.1], [0.0, 0.0, 0.0], [0.0, 0.0, 0.0], [0.0, 0.0, 0.0], [0.0, 0.0, 0.0], [0.0, 0.0, 0.0], [0.0, 0.0, 0.0], [0.0, 0.0, 0.0], [0.0, 0.0, 0.0], [-0.1, -0.1, 0.1], [0.0, 0.0, 0.0], [-0.1, 0.0, 0.0], [0.0, 0.0, 0.0], [0.0, 0.0, 0.0], [0.0, 0.0, 0.0], [0.0, 0.0, 0.0], [0.0, 0.0, -0.1], [0.0, 0.0, 0.0], [0.2, -0.1, -0.1], [-0.1, 0.4, -0.1], [0.0, 0.0, 0.0], [-0.1, 0.0, 0.0], [-0.1, -0.1, 0.1], [-0.2, -0.4, 0.1], [0.0, 0.0, 0.0], [0.0, 0.0, 0.0], [0.0, 0.0, 0.0], [0.1, 0.0, -0.1], [0.0, 0.1, 0.0], [0.0, -0.1, 0.0], [0.1, -0.1, 0.1], [0.1, 0.5, 0.2], [0.1, 0.0, 0.0], [0.0, 0.0, 0.0], [0.0, 0.0, -0.1], [0.0, 0.1, 0.0], [0.0, 0.0, -0.1], [0.1, -0.1, -0.1], [0.0, 0.1, 0.0], [0.0, 0.0, 0.0], [0.0, 0.0, 0.0], [0.0, 0.0, 0.0], [0.0, 0.0, 0.0], [0.0, 0.0, 0.0], [0.0, 0.0, 0.0]]}

2.
{"formula": "C18H25CaCl2N4O2PS5", "method": "ωB97M-V/def2-TZVPD", "lumo_energy_ev": [2.528, 2.527], "e_homo_ha": [-0.0787, -0.1596], "charge": -1, "spin_multiplicity": 2, "de_lowest_kj_mol": 25.0, "s2": 0.7721, "symbols": ["Cl", "H", "H", "H", "H", "C", "H", "C", "S", "Ca", "C", "H", "N", "H", "C", "H", "H", "C", "N", "H", "H", "H", "C", "C", "H", "H", "S", "H", "Cl", "C", "O", "C", "N", "N", "H", "C", "C", "H", "C", "H", "O", "C", "H", "S", "H", "H", "C", "C", "H", "P", "C", "H", "S", "S", "H", "C", "C", "H"], "positions_angstrom": [[1.341, -3.545, 2.532], [0.154, -4.544, -0.715], [2.665, 2.680, 2.892], [-4.056, -4.409, 1.766], [3.324, -4.249, 1.504], [-2.357, -3.307, 1.021], [4.689, 1.987, 4.210], [-2.686, -5.684, 0.737], [2.190, 0.756, -1.174], [-0.228, -1.109, -0.092], [-1.464, -5.728, 0.016], [-2.456, 2.151, 3.618], [-2.646, 0.243, 1.588], [4.126, 3.476, 2.294], [1.991, 4.707, -0.310], [-4.123, 1.837, 3.105], [1.801, 5.452, -1.086], [-1.508, 0.316, -5.844], [-0.322, 0.465, -3.423], [3.437, -2.574, 2.142], [3.954, 0.613, 3.359], [-0.099, 4.139, -0.097], [-2.822, -2.052, 1.466], [-0.705, -0.771, -3.829], [-1.986, 0.251, -6.814], [0.130, 0.568, -2.509], [-1.705, 1.201, -0.801], [0.813, 3.144, -1.233], [2.537, -2.639, -0.013], [-0.520, 1.603, -4.120], [3.442, 1.988, 1.088], [-2.390, 1.232, 0.804], [-2.168, -0.961, 1.126], [-1.170, -3.356, 0.311], [-1.274, 2.485, -5.897], [-3.302, 2.547, 3.060], [-3.122, -4.487, 1.223], [-3.269, -6.585, 0.888], [4.480, 1.558, 3.228], [5.428, 1.371, 2.721], [1.052, 2.743, 0.772], [3.631, 2.509, 2.412], [-3.611, 3.505, 3.480], [1.270, 0.188, 2.027], [-0.181, 2.501, -3.625], [2.060, 5.222, 0.651], [-1.111, 1.573, -5.343], [-1.311, -0.818, -5.113], [-3.740, -1.990, 2.048], [1.977, 1.440, 0.675], [0.872, 3.685, -0.288], [2.948, 4.226, -0.518], [-2.820, 2.859, 1.351], [-0.503, -2.134, -2.855], [-1.078, -6.647, -0.401], [2.824, -3.294, 1.614], [-0.780, -4.547, -0.158], [-1.626, -1.786, -5.473]], "atomic_forces_ev_per_a": [[0.0, 0.0, 0.0], [0.0, 0.0, 0.0], [0.0, 0.0, 0.0], [0.0, 0.0, 0.0], [0.0, 0.0, 0.0], [-0.2, 0.0, 0.0], [0.0, 0.0, 0.0], [0.0, 0.1, 0.0], [-0.1, 0.0, 0.0], [0.3, 0.0, -0.2], [0.0, 0.0, 0.0], [0.0, 0.0, 0.0], [-0.2, 0.1, 0.0], [0.0, 0.0, 0.0], [0.0, 0.0, 0.0], [0.0, 0.0, 0.0], [0.0, 0.0, 0.0], [0.0, -0.1, 0.1], [0.1, 0.2, -0.1], [0.0, 0.0, 0.0], [0.0, 0.0, 0.0], [0.0, 0.0, 0.0], [0.0, 0.1, 0.1], [0.0, -0.1, 0.1], [0.0, 0.0, 0.0], [0.0, -0.1, 0.0], [0.0, 0.1, 0.0], [0.0, 0.0, 0.0], [0.0, -0.2, 0.0], [0.0, 0.0, 0.0], [0.0, 0.0, 0.1], [-0.1, 0.0, 0.1], [0.0, -0.1, 0.1], [-0.1, 0.1, 0.0], [0.0, 0.0, 0.0], [0.0, 0.0, 0.0], [0.1, -0.1, 0.1], [0.0, 0.0, 0.0], [0.0, 0.0, 0.0], [0.0, 0.0, 0.0], [0.0, 0.0, 0.0], [0.0, 0.0, 0.0], [0.0, 0.0, 0.0], [0.0, -0.1, 0.2], [0.0, 0.0, 0.0], [0.0, 0.0, 0.0], [0.0, 0.1, 0.0], [-0.1, 0.0, -0.1], [0.0, 0.0, 0.0], [0.0, 0.0, -0.2], [0.0, 0.0, 0.0], [0.0, 0.0, 0.0], [0.0, 0.0, 0.0], [0.1, 0.1, 0.0], [0.0, 0.0, 0.0], [0.0, 0.1, 0.1], [0.0, -0.1, 0.0], [0.0, 0.0, 0.0]]}

3.
{"formula": "CH9N2O", "method": "ωB97M-V/def2-TZVPD", "lumo_energy_ev": -3.203, "e_homo_ha": -0.5719, "charge": 1, "spin_multiplicity": 1, "de_lowest_kj_mol": 16.2, "symbols": ["H", "H", "H", "H", "C", "N", "H", "H", "O", "N", "H", "H", "H"], "positions_angstrom": [[-0.120, -0.564, 1.518], [-1.978, -1.360, -0.976], [2.770, -0.118, -0.275], [0.668, 0.304, 0.400], [-1.493, 0.125, 0.192], [1.909, 0.079, -0.783], [-2.310, 0.381, 0.871], [-0.249, 1.086, 1.653], [-1.466, -1.194, -0.175], [-0.229, 0.313, 0.992], [-1.450, 0.859, -0.615], [2.163, 0.827, -1.425], [1.784, -0.739, -1.377]], "atomic_forces_ev_per_a": [[-0.2, 0.3, 0.3], [0.0, 0.1, 0.1], [0.0, 0.0, 0.0], [-0.3, 0.4, -0.6], [0.3, 1.1, 0.5], [0.5, -0.2, 0.0], [-0.1, -0.1, -0.1], [-0.1, 0.1, -0.1], [0.0, -0.4, -0.3], [0.4, -1.2, 0.3], [-0.1, -0.2, -0.2], [-0.2, 0.1, 0.1], [-0.2, 0.0, 0.1]]}